{
  "formula": "CH21O13",
  "method": "wB97M-V/def2-TZVPD",
  "charge": -1,
  "homo_lumo_gap_ev": 8.13,
  "e_lumo_ha": 0.0681,
  "spin_multiplicity": 1,
  "homo_energy_ev": -6.274,
  "species": ["C", "O", "O", "O", "H", "O", "H", "H", "O", "H", "H", "O", "H", "H", "O", "H", "H", "O", "H", "H", "O", "H", "H", "O", "H", "H", "O", "H", "H", "O", "H", "H", "O", "H", "H"],
  "positions_angstrom": [[0.065, 0.307, 0.174], [0.988, -0.509, -0.050], [-0.633, 0.966, -0.759], [-0.511, 0.228, 1.277], [-0.168, 1.040, -1.605], [-2.300, 2.224, 1.020], [-1.966, 1.488, 0.409], [-1.777, 2.374, 1.761], [0.570, -2.166, -1.605], [0.634, -1.304, -1.195], [-0.390, -1.928, -1.711], [2.633, 0.053, -2.992], [2.885, 0.374, -3.907], [2.555, 0.934, -2.532], [-3.134, 0.962, -2.025], [-2.196, 0.877, -1.744], [-3.098, 1.065, -3.034], [3.741, -0.418, 0.129], [3.777, 0.202, -0.593], [2.708, -0.578, 0.212], [1.771, 2.045, 2.403], [1.015, 1.570, 2.320], [2.320, 1.443, 2.173], [-1.797, 0.043, 3.705], [-1.203, -0.249, 3.038], [-2.891, 0.030, 3.422], [0.373, -2.099, 2.378], [1.053, -2.481, 2.474], [0.492, -1.602, 1.629], [-2.240, -2.399, 1.387], [-2.584, -2.179, 2.200], [-1.313, -2.171, 1.721], [-0.052, 0.516, -3.138], [0.971, 0.393, -3.008], [-0.283, 0.957, -3.942]]
}


{
  "formula": "CH22O9S",
  "method": "wB97M-V/def2-TZVPD",
  "charge": 0,
  "homo_lumo_gap_ev": 9.19,
  "smiles": "CS.O.O.O.O.O.O.O.O.O",
  "e_lumo_ha": 0.0027,
  "spin_multiplicity": 1,
  "homo_energy_ev": -9.113,
  "species": ["C", "S", "H", "H", "H", "H", "O", "H", "H", "O", "H", "H", "O", "H", "H", "O", "H", "H", "O", "H", "H", "O", "H", "H", "O", "H", "H", "O", "H", "H", "O", "H", "H"],
  "positions_angstrom": [[1.685, -0.604, -1.603], [2.359, 0.699, -2.674], [0.927, -1.141, -2.170], [2.503, -1.268, -1.334], [1.194, -0.329, -0.675], [1.895, 1.733, -1.985], [-0.923, 2.675, -2.674], [-0.896, 1.828, -3.133], [-0.122, 2.633, -2.137], [-2.875, -0.425, 2.303], [-3.007, -1.245, 2.790], [-3.618, 0.134, 2.553], [-0.238, 1.591, 0.041], [-0.421, 0.901, 0.690], [-1.096, 1.835, -0.359], [-2.793, -1.216, -2.546], [-2.540, -2.143, -2.569], [-2.908, -0.969, -3.470], [3.459, -1.181, 2.177], [2.631, -0.944, 1.730], [3.920, -1.539, 1.407], [-2.960, 1.366, -0.387], [-3.462, 1.545, -1.188], [-2.817, 0.404, -0.412], [-0.844, -1.213, 4.079], [-1.200, -1.113, 3.185], [-0.014, -0.728, 4.054], [0.956, 0.834, 2.547], [0.895, 1.598, 1.963], [1.748, 0.826, 3.088], [0.776, -2.840, 0.604], [0.379, -3.541, 1.129], [1.517, -3.178, 0.090]]
}


{
  "formula": "CH23O11",
  "method": "wB97M-V/def2-TZVPD",
  "charge": -1,
  "homo_lumo_gap_ev": 9.42,
  "e_lumo_ha": 0.1100,
  "spin_multiplicity": 1,
  "homo_energy_ev": -6.430,
  "species": ["C", "O", "H", "H", "H", "O", "H", "H", "O", "H", "H", "O", "H", "H", "O", "H", "H", "O", "H", "H", "O", "H", "H", "O", "H", "H", "O", "H", "H", "O", "H", "H", "O", "H", "H"],
  "positions_angstrom": [[0.191, -0.779, 0.990], [0.453, -0.236, -0.255], [-0.528, -0.218, 1.625], [-0.220, -1.771, 0.928], [1.108, -0.924, 1.566], [4.119, -0.744, 1.643], [4.303, -1.162, 0.804], [3.334, -0.194, 1.612], [-1.526, 0.367, -3.649], [-2.484, 0.456, -3.457], [-1.197, 1.071, -3.076], [-2.601, 1.644, 3.371], [-2.049, 0.867, 3.422], [-2.234, 2.192, 2.664], [-2.475, 2.651, 0.750], [-1.614, 2.700, 0.312], [-2.806, 1.781, 0.518], [-1.681, -1.871, -1.190], [-0.835, -1.563, -0.857], [-1.647, -1.761, -2.156], [2.195, 1.600, 0.425], [1.626, 0.944, 0.016], [3.134, 1.595, 0.168], [2.806, -3.398, 2.295], [3.123, -2.493, 2.272], [1.891, -3.226, 1.945], [-0.672, 1.832, -1.251], [0.100, 2.376, -1.165], [-0.246, 0.965, -0.809], [2.386, -1.015, -1.854], [1.728, -0.837, -1.168], [2.185, -1.917, -2.183], [-3.467, 0.727, -1.412], [-2.522, 0.494, -1.439], [-3.877, -0.154, -1.403]]
}


{
  "formula": "CH23O14",
  "method": "wB97M-V/def2-TZVPD",
  "charge": -1,
  "homo_lumo_gap_ev": 9.57,
  "e_lumo_ha": 0.0974,
  "spin_multiplicity": 1,
  "homo_energy_ev": -6.922,
  "species": ["C", "O", "O", "O", "H", "O", "H", "H", "O", "H", "H", "O", "H", "H", "O", "H", "H", "O", "H", "H", "O", "H", "H", "O", "H", "H", "O", "H", "H", "O", "H", "H", "O", "H", "H", "O", "H", "H"],
  "positions_angstrom": [[-24.778, 19.329, -1.427], [-24.951, 18.146, -1.053], [-25.639, 20.001, -2.173], [-23.752, 19.955, -1.085], [-26.392, 19.478, -2.311], [-24.490, 17.196, -3.546], [-24.550, 16.227, -3.664], [-24.610, 17.398, -2.647], [-24.016, 22.136, -3.327], [-23.291, 22.531, -2.856], [-24.502, 21.629, -2.695], [-20.862, 21.102, -0.256], [-21.268, 21.210, -1.119], [-20.448, 20.215, -0.466], [-23.898, 15.559, -0.682], [-24.045, 15.023, 0.117], [-24.769, 15.531, -1.082], [-24.324, 21.330, 1.017], [-24.090, 20.980, 0.159], [-24.253, 22.268, 0.975], [-27.011, 17.469, -4.346], [-27.417, 17.159, -3.565], [-26.085, 17.500, -4.083], [-23.679, 19.715, -4.726], [-24.062, 18.953, -4.244], [-23.844, 20.535, -4.228], [-26.983, 17.146, 0.311], [-26.405, 17.579, -0.256], [-26.768, 17.426, 1.170], [-24.227, 17.916, 1.576], [-24.357, 18.074, 0.606], [-24.691, 18.667, 1.931], [-22.096, 17.825, -1.259], [-22.789, 17.155, -1.067], [-22.721, 18.538, -1.199], [-21.467, 20.485, -2.922], [-22.259, 20.184, -3.320], [-21.197, 21.214, -3.486]]
}


{
  "formula": "CH27O13",
  "method": "wB97M-V/def2-TZVPD",
  "charge": -1,
  "homo_lumo_gap_ev": 9.82,
  "e_lumo_ha": 0.1024,
  "spin_multiplicity": 1,
  "homo_energy_ev": -7.032,
  "species": ["C", "O", "H", "H", "H", "O", "H", "H", "O", "H", "H", "O", "H", "H", "O", "H", "H", "O", "H", "H", "O", "H", "H", "O", "H", "H", "O", "H", "H", "O", "H", "H", "O", "H", "H", "O", "H", "H", "O", "H", "H"],
  "positions_angstrom": [[0.119, -0.009, -0.217], [-1.017, 0.802, -0.095], [0.413, -0.290, 0.763], [0.960, 0.491, -0.528], [-0.024, -0.894, -0.642], [0.945, -3.438, -1.510], [0.713, -2.741, -2.324], [0.302, -3.279, -0.806], [3.085, -1.937, -1.325], [3.369, -1.766, -0.436], [2.314, -2.326, -1.265], [-1.129, 0.603, -2.797], [-1.115, 0.718, -1.728], [-0.730, -0.227, -2.909], [-1.657, -3.112, -0.277], [-2.223, -2.520, 0.238], [-2.081, -3.519, -1.065], [-3.002, 2.480, 0.381], [-3.259, 2.876, -0.466], [-2.380, 1.865, 0.293], [-2.923, -0.686, 0.492], [-3.426, -0.606, -0.371], [-2.150, -0.041, 0.349], [0.415, 2.987, 0.706], [-0.294, 2.297, 0.314], [0.002, 3.347, 1.534], [2.450, 0.085, 2.760], [2.295, 1.060, 2.462], [2.659, -0.495, 2.043], [0.999, 1.008, -3.333], [0.161, 1.186, -2.800], [1.839, 1.513, -2.876], [-1.047, 0.849, 2.807], [-1.084, 0.770, 1.816], [-1.233, 1.749, 2.956], [2.628, 2.023, 0.149], [1.646, 2.256, 0.360], [2.638, 1.957, -0.758], [0.317, -2.112, 2.645], [0.220, -1.626, 3.477], [0.268, -1.297, 1.983]]
}


{
  "formula": "CH28CdO17",
  "method": "wB97M-V/def2-TZVPD",
  "charge": 0,
  "homo_lumo_gap_ev": 7.68,
  "e_lumo_ha": -0.0701,
  "spin_multiplicity": 1,
  "homo_energy_ev": -9.585,
  "species": ["Cd", "C", "O", "O", "O", "O", "H", "H", "O", "H", "H", "O", "H", "H", "O", "H", "H", "O", "H", "H", "O", "H", "H", "O", "H", "H", "O", "H", "H", "O", "H", "H", "O", "H", "H", "O", "H", "H", "O", "H", "H", "O", "H", "H", "O", "H", "H"],
  "positions_angstrom": [[-2.026, 0.247, 1.501], [-0.056, -0.114, -0.098], [1.012, -0.064, -0.981], [0.000, -0.558, 1.107], [-1.078, 0.387, -0.511], [1.665, 0.757, 3.531], [2.093, -0.102, 3.519], [1.644, 1.028, 2.638], [-0.302, 0.428, -4.090], [-0.304, 1.048, -3.312], [-0.689, 1.058, -4.699], [-2.157, 2.208, -2.176], [-2.787, 1.750, -2.783], [-1.735, 1.545, -1.641], [-1.461, 2.542, 1.766], [-0.576, 2.769, 1.998], [-1.441, 2.906, 0.911], [3.223, -0.059, -2.510], [3.090, -0.704, -3.226], [2.391, -0.216, -2.010], [-1.262, -1.383, -2.559], [-0.826, -0.777, -1.941], [-0.981, -0.766, -3.308], [1.640, 1.689, 0.922], [2.405, 1.902, 0.386], [1.163, 1.076, 0.368], [0.756, 2.377, -1.947], [0.853, 1.463, -1.614], [0.111, 2.894, -1.421], [-1.024, 0.398, 3.707], [-0.029, 0.495, 3.785], [-1.367, 0.931, 4.441], [-2.366, -2.080, 2.067], [-1.607, -2.548, 1.803], [-2.645, -2.273, 2.927], [-3.380, -1.181, -0.304], [-4.276, -0.994, -0.531], [-3.047, -0.816, -1.123], [3.010, -0.937, 0.740], [3.691, -1.153, 0.133], [2.354, -0.439, 0.301], [0.647, -2.903, 2.010], [0.595, -1.993, 1.651], [0.836, -2.592, 2.903], [1.304, -2.669, -1.096], [1.777, -2.871, -0.281], [1.164, -1.709, -0.938]]
}


{
  "formula": "CH28F3O21PSZr2",
  "method": "wB97M-V/def2-TZVPD",
  "charge": 4,
  "homo_lumo_gap_ev": 5.22,
  "e_lumo_ha": -0.5529,
  "spin_multiplicity": 1,
  "homo_energy_ev": -20.269,
  "species": ["Zr", "Zr", "C", "F", "F", "F", "S", "O", "O", "O", "P", "O", "O", "O", "O", "O", "H", "H", "O", "H", "H", "O", "H", "H", "O", "H", "H", "O", "H", "H", "O", "H", "H", "O", "H", "H", "O", "H", "H", "O", "H", "H", "O", "H", "H", "O", "H", "H", "O", "H", "H", "O", "H", "H", "O", "H", "H"],
  "positions_angstrom": [[7.471, 4.130, -20.224], [6.843, -1.612, -22.027], [10.205, 0.130, -18.956], [10.570, 1.313, -19.508], [11.085, -0.175, -18.010], [8.975, 0.136, -18.426], [10.168, -1.216, -20.426], [8.746, -1.315, -20.843], [10.999, -0.705, -21.556], [10.762, -2.450, -19.943], [7.112, 1.763, -21.104], [6.892, 3.039, -21.924], [6.399, 2.307, -19.893], [8.484, 2.412, -20.890], [7.016, 0.325, -21.609], [6.192, 5.567, -21.704], [5.544, 4.993, -22.113], [5.863, 6.452, -21.861], [9.794, 4.280, -19.523], [10.361, 5.002, -19.252], [10.398, 3.574, -19.753], [5.928, -0.797, -23.865], [5.780, 0.128, -24.060], [5.321, -1.263, -24.441], [6.959, 3.206, -24.666], [6.147, 3.702, -24.772], [6.908, 2.847, -23.780], [7.558, 3.567, -18.075], [7.315, 2.792, -17.569], [7.740, 4.237, -17.415], [6.229, -1.362, -19.693], [5.821, -1.891, -19.007], [6.402, -0.519, -19.274], [4.413, -0.665, -21.789], [3.700, -0.894, -21.193], [4.055, 0.037, -22.332], [8.664, -1.164, -23.393], [8.772, -1.387, -24.318], [9.552, -0.984, -23.084], [10.419, 1.719, -22.452], [10.612, 0.872, -22.051], [9.755, 2.109, -21.883], [6.074, 0.584, -18.004], [5.122, 0.486, -18.006], [6.235, 1.368, -18.530], [3.411, 1.723, -20.228], [2.628, 1.995, -19.749], [4.102, 2.302, -19.906], [8.692, 5.042, -21.801], [8.307, 4.988, -22.676], [9.598, 5.309, -21.954], [4.705, 1.674, -23.856], [4.832, 2.524, -23.436], [4.025, 1.829, -24.512], [5.466, 4.893, -19.359], [5.049, 4.553, -18.567], [4.740, 5.226, -19.888]]
}


{
  "formula": "CH28O13",
  "method": "wB97M-V/def2-TZVPD",
  "charge": 0,
  "homo_lumo_gap_ev": 8.84,
  "e_lumo_ha": -0.0205,
  "spin_multiplicity": 1,
  "homo_energy_ev": -9.394,
  "species": ["O", "H", "H", "H", "C", "O", "H", "H", "H", "O", "H", "H", "O", "H", "H", "O", "H", "H", "O", "H", "H", "O", "H", "H", "O", "H", "H", "O", "H", "H", "O", "H", "H", "O", "H", "H", "O", "H", "H", "O", "H", "H"],
  "positions_angstrom": [[-2.534, 0.846, 0.250], [-2.294, 1.398, -0.517], [-3.404, 0.412, 0.287], [-1.687, 0.328, 0.322], [0.376, -0.083, -0.550], [-0.618, -0.924, 0.079], [-0.015, 0.372, -1.540], [1.254, -0.674, -0.694], [0.517, 0.639, -0.063], [1.612, -1.727, 2.156], [2.375, -1.196, 2.530], [1.105, -1.082, 1.570], [3.329, 1.203, 0.122], [2.470, 0.837, 0.371], [3.563, 1.821, 0.752], [-2.581, -0.513, -2.358], [-2.910, 0.122, -3.087], [-1.781, -0.800, -2.640], [4.144, -0.561, -1.741], [4.047, -0.109, -2.545], [3.726, 0.061, -1.058], [-0.494, -0.810, 3.616], [-1.369, -0.799, 3.322], [0.056, -0.966, 2.821], [0.168, -2.811, -1.708], [0.079, -2.678, -2.598], [-0.001, -2.043, -1.070], [0.940, 3.360, 0.077], [0.993, 2.658, 0.726], [1.259, 4.099, 0.217], [-2.554, -2.983, -1.598], [-2.875, -2.031, -1.852], [-1.553, -2.952, -1.612], [1.413, 1.635, 2.322], [0.523, 1.448, 2.767], [2.098, 2.315, 2.620], [-2.284, -1.646, 1.938], [-2.748, -2.500, 2.078], [-1.673, -1.676, 1.156], [-1.243, 2.722, -1.377], [-1.126, 2.356, -2.249], [-0.292, 2.941, -1.227]]
}


{
  "formula": "CH2BF3",
  "method": "wB97M-V/def2-TZVPD",
  "charge": 0,
  "homo_lumo_gap_ev": 11.55,
  "smiles": "FBC(F)F",
  "e_lumo_ha": 0.0100,
  "spin_multiplicity": 1,
  "homo_energy_ev": -11.274,
  "species": ["F", "B", "C", "F", "F", "H", "H"],
  "positions_angstrom": [[-0.955, 0.480, -1.245], [-0.977, 0.042, -0.034], [0.521, -0.432, 0.145], [1.236, -0.750, -0.925], [1.312, -0.558, 1.300], [-1.818, 0.616, 0.630], [0.681, 0.602, 0.128]]
}


{
  "formula": "CH2BNO",
  "method": "wB97M-V/def2-TZVPD",
  "charge": 0,
  "homo_lumo_gap_ev": 12.58,
  "smiles": "B=O.C#N",
  "e_lumo_ha": 0.0136,
  "spin_multiplicity": 1,
  "homo_energy_ev": -12.213,
  "species": ["B", "O", "H", "C", "N", "H"],
  "positions_angstrom": [[-2.179, 0.052, 0.128], [-1.102, -0.188, -0.280], [-3.138, 0.488, 0.326], [2.125, -0.156, -0.137], [3.193, -0.125, 0.308], [1.100, -0.071, -0.344]]
}


{
  "formula": "CH2BNO2",
  "method": "wB97M-V/def2-TZVPD",
  "charge": 0,
  "homo_lumo_gap_ev": 10.26,
  "e_lumo_ha": -0.0233,
  "spin_multiplicity": 1,
  "homo_energy_ev": -10.891,
  "species": ["B", "C", "N", "O", "O", "H", "H"],
  "positions_angstrom": [[0.528, -0.141, -0.072], [-1.921, -0.193, 0.060], [-3.038, 0.114, 0.078], [1.101, -1.372, -0.040], [0.974, 1.155, 0.093], [1.983, -1.408, 0.195], [0.374, 1.845, -0.315]]
}


{
  "formula": "CH2Br2N2O",
  "method": "wB97M-V/def2-TZVPD",
  "charge": 0,
  "homo_lumo_gap_ev": [7.22, 7.22],
  "e_lumo_ha": [-0.0109, -0.0109],
  "spin_multiplicity": 1,
  "homo_energy_ev": [-7.512, -7.513],
  "species": ["C", "N", "N", "O", "Br", "Br", "H", "H"],
  "positions_angstrom": [[0.120, 0.901, -0.823], [-0.153, -0.289, -1.244], [-0.534, -0.096, 1.396], [0.448, 1.998, -0.579], [0.536, 0.806, 2.693], [-0.045, -1.791, 1.267], [0.195, -0.982, -0.606], [-0.567, -0.547, -2.103]]
}


{
  "formula": "CH2Br2O3",
  "method": "wB97M-V/def2-TZVPD",
  "charge": 0,
  "homo_lumo_gap_ev": 8.78,
  "smiles": "O=C(O)O.BrBr",
  "e_lumo_ha": -0.0560,
  "spin_multiplicity": 1,
  "homo_energy_ev": -10.301,
  "species": ["O", "C", "O", "O", "H", "H", "Br", "Br"],
  "positions_angstrom": [[1.304, 1.082, 0.346], [0.926, -0.073, 0.233], [0.625, -0.676, -0.894], [0.716, -0.800, 1.375], [0.936, -0.262, -1.647], [0.395, -1.661, 1.026], [-2.693, 1.325, 0.888], [-2.209, 1.066, -1.327]]
}


{
  "formula": "CH2Br2S",
  "method": "wB97M-V/def2-TZVPD",
  "charge": 0,
  "homo_lumo_gap_ev": [9.32, 5.75],
  "e_lumo_ha": [-0.0327, -0.1044],
  "spin_multiplicity": 1,
  "homo_energy_ev": [-10.208, -8.595],
  "species": ["C", "S", "Br", "Br", "H", "H"],
  "positions_angstrom": [[0.950, 0.338, 0.676], [-1.828, -0.250, -0.920], [1.320, 2.077, 0.087], [2.333, -0.866, 0.508], [-0.192, 0.152, 0.351], [-2.583, -1.451, -0.702]]
}


{
  "formula": "CH2Br3N2",
  "method": "wB97M-V/def2-TZVPD",
  "charge": 1,
  "homo_lumo_gap_ev": [8.53, 5.25],
  "e_lumo_ha": [-0.1981, -0.2931],
  "spin_multiplicity": 1,
  "homo_energy_ev": [-13.926, -13.227],
  "species": ["C", "N", "N", "Br", "Br", "Br", "H", "H"],
  "positions_angstrom": [[-0.008, -0.097, 0.746], [-0.869, -0.182, 1.664], [0.789, 0.914, -2.676], [1.598, -0.949, 0.707], [-2.530, 0.768, 1.735], [2.070, -0.080, -2.122], [-0.916, -0.777, 2.572], [-0.134, 0.403, -2.625]]
}